# 1
This record from OMol25 describes a structure of composition C18H46CaCrF9O23S3 in a non-equilibrium geometry. The level of theory is wB97M-V/def2-TZVPD.

CARTESIAN COORDINATES (ANGSTROEM)
Ca: -2.82 1.61 0.76
Cr: -0.07 2.68 -3.79
C: -1.26 5.86 -0.64
F: -0.98 6.89 -1.43
F: -0.11 5.38 -0.14
F: -2.08 6.25 0.34
S: -2.09 4.44 -1.57
O: -1.12 3.97 -2.52
O: -2.33 3.45 -0.53
O: -3.33 4.97 -2.10
C: 0.47 -1.01 -1.25
F: 0.90 -1.81 -0.29
F: 1.27 -1.13 -2.32
F: -0.77 -1.32 -1.60
S: 0.46 0.83 -0.74
O: -0.78 0.90 0.02
O: 1.70 1.06 -0.06
O: 0.38 1.53 -2.03
C: -3.75 -0.32 -3.86
F: -4.12 0.02 -5.07
F: -4.77 -0.90 -3.28
F: -2.72 -1.15 -3.89
S: -3.26 1.25 -2.94
O: -4.29 2.18 -3.32
O: -3.18 0.94 -1.51
O: -1.94 1.64 -3.45
C: 4.56 -0.96 -1.76
O: 5.93 -1.18 -1.42
H: 4.39 0.12 -1.61
H: 4.44 -1.09 -2.83
H: 3.84 -1.45 -1.11
H: 6.35 -1.57 -2.19
C: 3.15 2.35 2.81
C: 1.94 2.05 3.66
O: 0.95 1.24 3.01
O: 2.74 3.19 1.71
H: 3.65 1.52 2.31
H: 3.88 2.95 3.35
H: 1.50 3.03 3.85
H: 2.23 1.59 4.62
H: 1.41 0.43 2.73
H: 2.35 2.61 1.05
C: -2.08 3.08 3.61
C: -2.86 4.25 2.98
O: -3.71 3.82 1.93
O: -1.50 2.25 2.57
H: -2.70 2.49 4.28
H: -1.21 3.53 4.08
H: -2.08 4.92 2.60
H: -3.34 4.81 3.79
H: -4.16 4.59 1.58
H: -0.71 1.83 2.98
C: -0.96 -2.98 2.23
C: -1.55 -4.35 2.62
O: -1.26 -4.67 3.96
O: -1.66 -1.91 2.86
H: -1.02 -2.90 1.14
H: 0.09 -2.92 2.51
H: -1.22 -5.09 1.90
H: -2.64 -4.23 2.51
H: -1.89 -4.24 4.54
H: -1.61 -2.00 3.81
C: 2.40 -4.40 -2.01
C: 1.28 -4.67 -1.02
O: 0.97 -6.06 -1.02
O: 3.65 -4.81 -1.52
H: 2.44 -3.34 -2.28
H: 2.13 -4.84 -2.98
H: 0.39 -4.11 -1.33
H: 1.47 -4.34 0.01
H: 0.08 -6.23 -0.72
H: 3.69 -5.78 -1.60
C: -4.46 -1.02 1.07
C: -4.68 -0.60 2.52
O: -4.24 0.76 2.70
O: -3.08 -0.83 0.77
H: -5.16 -0.41 0.49
H: -4.74 -2.05 0.80
H: -4.06 -1.23 3.15
H: -5.73 -0.77 2.78
H: -4.38 0.92 3.64
H: -2.65 -1.09 1.61
C: 1.29 0.68 -5.85
C: 2.35 1.09 -4.87
O: 2.08 2.39 -4.26
O: 0.05 0.90 -5.13
H: 1.45 -0.38 -6.05
H: 1.25 1.21 -6.80
H: 3.38 0.95 -5.21
H: 2.29 0.44 -3.99
H: 2.93 2.80 -4.09
H: -0.65 0.42 -5.58
C: 4.00 -2.89 1.62
C: 3.78 -1.62 2.43
O: 2.63 -0.87 2.03
H: 4.76 -3.50 2.09
H: 4.39 -2.63 0.63
H: 3.12 -3.53 1.58
H: 4.68 -1.00 2.37
H: 3.66 -1.90 3.48
H: 2.59 -0.99 1.08

Output
⟨S²⟩: 6.004
F_max: 3.0 eV Å⁻¹
Orbital gap (spin up / spin down): 8.55 / 8.93 eV
HOMO (spin up / spin down): -11.624 / -11.624 eV
E: -170325.34959 eV
Total charge: +1
Multiplicity: 5

***

# 2
This record from OMol25 describes a cluster of 10 separate species, C18H46N10O16 in total in a non-equilibrium geometry. The level of theory is wB97M-V/def2-TZVPD.

CARTESIAN COORDINATES (ANGSTROEM)
C: -21.66 7.51 -8.13
N: -21.56 7.53 -9.64
O: -21.67 6.52 -10.26
O: -21.45 8.65 -10.15
H: -22.61 7.99 -7.93
H: -20.83 8.07 -7.69
H: -21.60 6.50 -7.73
C: -15.93 6.27 -1.63
N: -15.93 5.59 -0.36
O: -16.77 4.77 -0.03
O: -15.04 5.92 0.46
H: -15.19 7.06 -1.57
H: -16.97 6.51 -1.83
H: -15.57 5.56 -2.38
C: -17.76 3.09 -8.65
N: -18.52 4.37 -8.70
O: -18.48 5.08 -9.67
O: -19.20 4.59 -7.67
H: -18.41 2.23 -8.80
H: -17.33 2.93 -7.66
H: -16.99 3.09 -9.43
C: -18.22 10.51 -7.54
N: -18.18 12.01 -7.57
O: -18.03 12.63 -6.49
O: -18.26 12.65 -8.67
H: -18.37 10.04 -6.56
H: -17.27 10.08 -7.87
H: -18.95 10.20 -8.28
C: -19.42 6.01 -4.87
N: -17.96 6.49 -4.89
O: -17.81 7.56 -5.43
O: -17.15 5.69 -4.52
H: -19.96 6.55 -5.66
H: -19.92 6.36 -3.97
H: -19.40 4.93 -5.00
C: -13.57 6.19 -4.86
N: -14.01 7.54 -4.34
O: -13.35 8.00 -3.43
O: -15.12 7.99 -4.79
H: -14.50 5.75 -5.22
H: -13.22 5.65 -3.98
H: -12.90 6.36 -5.70
C: -23.80 6.13 -4.32
N: -22.87 5.23 -3.65
C: -22.87 3.97 -4.31
C: -22.25 5.51 -2.44
O: -21.67 4.64 -1.73
H: -24.85 5.89 -4.20
H: -23.58 6.44 -5.35
H: -23.83 7.08 -3.79
H: -23.76 3.43 -3.99
H: -22.93 4.08 -5.39
H: -22.00 3.39 -4.01
H: -22.40 6.59 -2.32
C: -16.02 6.86 -7.85
N: -15.41 6.19 -8.97
C: -14.47 5.04 -8.73
C: -15.62 6.62 -10.22
O: -15.16 6.11 -11.21
H: -15.30 7.41 -7.25
H: -16.70 6.23 -7.27
H: -16.69 7.66 -8.17
H: -13.45 5.35 -8.55
H: -14.69 4.43 -7.85
H: -14.37 4.31 -9.53
H: -16.35 7.44 -10.23
C: -21.44 12.09 -3.55
N: -21.71 10.73 -4.16
C: -22.86 9.96 -3.70
C: -20.72 10.34 -4.99
O: -20.70 9.18 -5.46
H: -22.36 12.54 -3.17
H: -20.81 12.83 -4.05
H: -21.05 11.80 -2.58
H: -23.24 9.26 -4.44
H: -22.57 9.41 -2.81
H: -23.71 10.60 -3.45
H: -19.91 11.08 -5.09
C: -21.46 9.10 -0.04
N: -20.18 9.61 -0.61
C: -19.78 10.96 -0.15
C: -19.43 8.89 -1.51
O: -19.74 7.74 -1.84
H: -21.36 9.30 1.03
H: -21.53 8.03 -0.23
H: -22.31 9.49 -0.59
H: -18.72 11.11 -0.38
H: -20.42 11.71 -0.60
H: -19.78 10.86 0.94
H: -18.68 9.48 -2.05

Output
Structure (SMILES): C[N+](=O)[O-].C[N+](=O)[O-].C[N+](=O)[O-].C[N+](=O)[O-].C[N+](=O)[O-].C[N+](=O)[O-].CN(C)C=O.CN(C)C=O.CN(C)C=O.CN(C)C=O
F_max: 4.8 eV Å⁻¹
Orbital gap: 9.23 eV
HOMO: -9.576 eV
E: -67053.71548 eV
Total charge: 0
Multiplicity: 1

***

# 3
This record from OMol25 describes a cluster of 3 separate species, C18H46N3O2PS in total. The level of theory is wB97M-V/def2-TZVPD.

CARTESIAN COORDINATES (ANGSTROEM)
C: 0.32 -0.87 -0.48
O: -0.18 -1.24 -1.76
C: 0.31 -0.45 -2.82
C: -0.50 0.82 -3.00
C: -1.92 0.45 -3.43
C: -3.05 1.26 -2.78
N: -3.06 2.63 -3.30
N: -3.00 1.25 -1.33
N: -4.30 0.59 -3.15
O: 0.15 1.58 -4.02
C: 0.53 2.88 -3.70
P: 1.80 3.02 -2.36
S: 3.40 1.94 -2.60
H: 1.23 -0.28 -0.56
H: 0.58 -1.78 0.05
H: -0.43 -0.33 0.08
H: 0.21 -1.01 -3.75
H: 1.36 -0.23 -2.70
H: -0.57 1.37 -2.06
H: -2.12 -0.59 -3.22
H: -1.96 0.58 -4.50
H: -2.39 3.23 -2.83
H: -3.99 3.01 -3.20
H: -2.55 0.39 -1.00
H: -2.43 2.01 -0.98
H: -5.02 0.92 -2.51
H: -4.58 0.89 -4.08
H: 1.02 3.30 -4.57
H: -0.32 3.53 -3.49
H: 1.09 2.75 -1.17
H: 2.04 4.40 -2.30
C: -4.13 -2.11 -0.30
C: -4.31 -1.19 0.91
C: -3.52 -1.64 2.14
C: -3.91 -3.01 2.70
C: -5.38 -3.15 3.09
C: -5.81 -2.19 4.19
H: -4.49 -3.12 -0.09
H: -4.69 -1.74 -1.16
H: -3.08 -2.18 -0.59
H: -5.38 -1.11 1.16
H: -3.99 -0.19 0.63
H: -3.63 -0.88 2.92
H: -2.45 -1.66 1.88
H: -3.28 -3.21 3.57
H: -3.66 -3.78 1.97
H: -5.55 -4.17 3.43
H: -6.01 -3.01 2.21
H: -5.21 -2.34 5.09
H: -6.85 -2.35 4.46
H: -5.70 -1.15 3.89
C: 8.29 -0.09 2.34
C: 6.96 -0.80 2.09
C: 6.22 -0.28 0.85
C: 5.83 1.19 0.90
C: 4.94 1.58 2.09
C: 3.59 0.86 2.09
H: 8.15 0.97 2.53
H: 8.79 -0.52 3.22
H: 8.96 -0.20 1.49
H: 6.32 -0.71 2.97
H: 7.15 -1.87 1.95
H: 5.33 -0.90 0.68
H: 6.86 -0.44 -0.03
H: 5.30 1.45 -0.02
H: 6.73 1.81 0.92
H: 4.76 2.66 2.05
H: 5.46 1.39 3.03
H: 3.04 1.07 1.17
H: 2.98 1.19 2.93
H: 3.71 -0.22 2.17

Output
Structure (SMILES): COC[C@H](CC(N)(N)N)OC[PH2]=S.CCCCCC.CCCCCC
F_max: 0.7 eV Å⁻¹
Orbital gap: 9.37 eV
HOMO: -9.028 eV
E: -48101.17434 eV
Total charge: 0
Multiplicity: 1

***

# 4
This record from OMol25 describes a cluster of 5 separate species, C18H47NO6 in total in a non-equilibrium geometry. The level of theory is wB97M-V/def2-TZVPD.

CARTESIAN COORDINATES (ANGSTROEM)
C: 9.93 12.31 13.25
O: 9.68 12.31 11.84
C: 10.21 13.37 11.13
C: 9.25 14.63 11.15
N: 7.98 14.25 10.57
C: 6.83 15.19 10.67
C: 6.37 15.19 12.16
O: 7.18 15.91 13.12
C: 6.94 15.57 14.52
H: 9.76 13.15 13.94
H: 10.98 12.08 13.38
H: 9.17 11.65 13.68
H: 10.24 12.96 10.11
H: 11.28 13.53 11.30
H: 9.80 15.44 10.67
H: 9.18 15.00 12.17
H: 7.79 13.37 11.03
H: 6.00 14.97 10.00
H: 7.30 16.08 10.26
H: 6.19 14.15 12.42
H: 5.40 15.70 12.10
H: 5.90 15.76 14.79
H: 7.49 16.23 15.19
H: 7.23 14.61 14.96
C: -4.72 13.19 5.86
C: -3.81 14.46 6.06
C: -3.74 14.92 7.55
O: -2.57 14.12 5.45
H: -5.11 13.04 4.86
H: -5.62 13.29 6.46
H: -4.15 12.34 6.24
H: -4.18 15.27 5.42
H: -2.98 15.70 7.61
H: -3.44 14.09 8.20
H: -4.69 15.22 7.97
H: -2.14 13.46 6.00
C: 0.54 12.89 17.44
C: -0.75 12.75 18.13
C: -0.77 13.35 19.51
O: -1.73 13.41 17.43
H: 0.46 12.87 16.35
H: 1.14 12.16 17.98
H: 0.93 13.89 17.62
H: -1.01 11.70 18.16
H: -0.04 12.76 20.06
H: -1.79 13.45 19.88
H: -0.42 14.38 19.50
H: -2.60 13.33 17.82
C: -0.04 8.76 11.63
C: 0.41 9.50 10.36
C: 1.72 9.03 9.86
O: -0.52 9.02 9.39
H: -0.88 9.30 12.07
H: 0.72 8.89 12.39
H: -0.16 7.69 11.52
H: 0.28 10.57 10.57
H: 2.02 8.06 10.25
H: 2.49 9.74 10.12
H: 1.86 9.04 8.78
H: -0.11 8.16 9.30
C: 1.22 1.61 8.33
C: 1.24 2.79 7.33
C: 1.28 2.64 5.84
O: 0.11 3.64 7.52
H: 0.25 1.11 8.29
H: 1.26 1.87 9.39
H: 2.04 0.98 7.97
H: 2.21 3.24 7.54
H: 1.10 3.62 5.39
H: 0.52 1.93 5.52
H: 2.26 2.24 5.55
H: -0.73 3.19 7.41

Output
Energy above the lowest of the compared OMol25 structures with the same formula, charge and spin: 91.2 kcal/mol
Structure (SMILES): COCCNCCOC.CC(C)O.CC(C)O.CC(C)O.CC(C)O
F_max: 3.3 eV Å⁻¹
Orbital gap: 8.89 eV
HOMO: -8.287 eV
E: -33198.02060 eV
Total charge: 0
Multiplicity: 1

***

Please write out number 1 again, unchanged.
This record from OMol25 describes a structure of composition C18H46CaCrF9O23S3 in a non-equilibrium geometry. The level of theory is wB97M-V/def2-TZVPD.

CARTESIAN COORDINATES (ANGSTROEM)
Ca: -2.82 1.61 0.76
Cr: -0.07 2.68 -3.79
C: -1.26 5.86 -0.64
F: -0.98 6.89 -1.43
F: -0.11 5.38 -0.14
F: -2.08 6.25 0.34
S: -2.09 4.44 -1.57
O: -1.12 3.97 -2.52
O: -2.33 3.45 -0.53
O: -3.33 4.97 -2.10
C: 0.47 -1.01 -1.25
F: 0.90 -1.81 -0.29
F: 1.27 -1.13 -2.32
F: -0.77 -1.32 -1.60
S: 0.46 0.83 -0.74
O: -0.78 0.90 0.02
O: 1.70 1.06 -0.06
O: 0.38 1.53 -2.03
C: -3.75 -0.32 -3.86
F: -4.12 0.02 -5.07
F: -4.77 -0.90 -3.28
F: -2.72 -1.15 -3.89
S: -3.26 1.25 -2.94
O: -4.29 2.18 -3.32
O: -3.18 0.94 -1.51
O: -1.94 1.64 -3.45
C: 4.56 -0.96 -1.76
O: 5.93 -1.18 -1.42
H: 4.39 0.12 -1.61
H: 4.44 -1.09 -2.83
H: 3.84 -1.45 -1.11
H: 6.35 -1.57 -2.19
C: 3.15 2.35 2.81
C: 1.94 2.05 3.66
O: 0.95 1.24 3.01
O: 2.74 3.19 1.71
H: 3.65 1.52 2.31
H: 3.88 2.95 3.35
H: 1.50 3.03 3.85
H: 2.23 1.59 4.62
H: 1.41 0.43 2.73
H: 2.35 2.61 1.05
C: -2.08 3.08 3.61
C: -2.86 4.25 2.98
O: -3.71 3.82 1.93
O: -1.50 2.25 2.57
H: -2.70 2.49 4.28
H: -1.21 3.53 4.08
H: -2.08 4.92 2.60
H: -3.34 4.81 3.79
H: -4.16 4.59 1.58
H: -0.71 1.83 2.98
C: -0.96 -2.98 2.23
C: -1.55 -4.35 2.62
O: -1.26 -4.67 3.96
O: -1.66 -1.91 2.86
H: -1.02 -2.90 1.14
H: 0.09 -2.92 2.51
H: -1.22 -5.09 1.90
H: -2.64 -4.23 2.51
H: -1.89 -4.24 4.54
H: -1.61 -2.00 3.81
C: 2.40 -4.40 -2.01
C: 1.28 -4.67 -1.02
O: 0.97 -6.06 -1.02
O: 3.65 -4.81 -1.52
H: 2.44 -3.34 -2.28
H: 2.13 -4.84 -2.98
H: 0.39 -4.11 -1.33
H: 1.47 -4.34 0.01
H: 0.08 -6.23 -0.72
H: 3.69 -5.78 -1.60
C: -4.46 -1.02 1.07
C: -4.68 -0.60 2.52
O: -4.24 0.76 2.70
O: -3.08 -0.83 0.77
H: -5.16 -0.41 0.49
H: -4.74 -2.05 0.80
H: -4.06 -1.23 3.15
H: -5.73 -0.77 2.78
H: -4.38 0.92 3.64
H: -2.65 -1.09 1.61
C: 1.29 0.68 -5.85
C: 2.35 1.09 -4.87
O: 2.08 2.39 -4.26
O: 0.05 0.90 -5.13
H: 1.45 -0.38 -6.05
H: 1.25 1.21 -6.80
H: 3.38 0.95 -5.21
H: 2.29 0.44 -3.99
H: 2.93 2.80 -4.09
H: -0.65 0.42 -5.58
C: 4.00 -2.89 1.62
C: 3.78 -1.62 2.43
O: 2.63 -0.87 2.03
H: 4.76 -3.50 2.09
H: 4.39 -2.63 0.63
H: 3.12 -3.53 1.58
H: 4.68 -1.00 2.37
H: 3.66 -1.90 3.48
H: 2.59 -0.99 1.08

Output
⟨S²⟩: 6.004
F_max: 3.0 eV Å⁻¹
Orbital gap (spin up / spin down): 8.55 / 8.93 eV
HOMO (spin up / spin down): -11.624 / -11.624 eV
E: -170325.34959 eV
Total charge: +1
Multiplicity: 5

***

> Among the records above, which one has the highest total charge?

C18H46CaCrF9O23S3